ORCA calculation (ωB97M-V/def2-TZVPD) on C33H23Br2FeN4O3S as an isolated structure.

Last column: natural (NBO) charge in e.
Positions of all 67 atoms, in Å:
Fe  -0.7657  0.7345  -0.1302  0.629
C  -4.0536  -1.8696  1.2216  -0.078
O  -4.5081  -0.8174  0.3214  -0.466
C  -3.4241  -0.0704  0.1030  0.548
N  -2.3020  -0.4424  0.5822  -0.423
C  -2.5126  -1.7596  1.1981  -0.128
C  -1.8896  -1.9491  2.5560  0.044
C  -1.9265  -3.2200  3.1253  -0.229
C  -1.3944  -3.4423  4.3847  -0.208
C  -0.8132  -2.3929  5.0854  -0.217
C  -0.7740  -1.1287  4.5190  -0.190
C  -1.3113  -0.9017  3.2576  -0.239
C  -3.4866  1.1435  -0.7307  0.197
C  -4.5950  1.7476  -1.2924  -0.200
C  -4.3918  2.8913  -2.0598  -0.170
C  -3.1099  3.3940  -2.2387  -0.178
C  -2.0609  2.7198  -1.6373  0.133
N  -2.2559  1.6213  -0.9074  -0.320
C  -0.6266  3.0471  -1.6417  0.558
N  0.1818  2.2466  -1.0611  -0.418
C  1.4912  2.9033  -1.0127  -0.122
C  1.2930  4.0793  -1.9923  -0.078
O  -0.1544  4.1874  -2.1502  -0.468
C  2.6227  1.9809  -1.3887  0.043
C  2.4175  0.9684  -2.3203  -0.244
C  3.4579  0.1214  -2.6720  -0.190
C  4.7138  0.2895  -2.1055  -0.212
C  4.9267  1.3083  -1.1876  -0.209
C  3.8829  2.1497  -0.8287  -0.227
H  -4.4409  -2.8144  0.8514  0.207
H  -4.4577  -1.6575  2.2116  0.198
H  -2.0796  -2.4919  0.5070  0.222
H  -2.3619  -4.0471  2.5741  0.206
H  -1.4258  -4.4345  4.8158  0.214
H  -0.3917  -2.5642  6.0674  0.214
H  -0.3228  -0.3052  5.0586  0.215
H  -1.2719  0.0888  2.8203  0.249
H  -5.5812  1.3363  -1.1327  0.240
H  -5.2351  3.3918  -2.5151  0.229
H  -2.9224  4.2820  -2.8249  0.241
H  1.6254  3.2599  0.0140  0.222
H  1.7131  3.8581  -2.9739  0.197
H  1.6635  5.0328  -1.6280  0.208
H  1.4318  0.8253  -2.7479  0.236
H  3.2784  -0.6832  -3.3744  0.223
H  5.5226  -0.3785  -2.3727  0.217
H  5.9035  1.4405  -0.7404  0.214
H  4.0435  2.9286  -0.0912  0.209
Br  -0.4459  -2.5202  -4.0605  0.048
C  0.5725  -2.3975  -2.4728  -0.218
C  1.6271  -3.2997  -2.2697  -0.222
C  2.4114  -3.2297  -1.1523  -0.113
Br  3.8402  -4.4632  -0.9397  0.036
C  2.1702  -2.2418  -0.1675  -0.112
C  2.9412  -2.0429  1.0044  -0.123
C  2.6326  -1.0226  1.8550  -0.254
C  1.5390  -0.1828  1.5606  0.082
N  0.8054  -0.3473  0.4876  -0.412
C  1.1020  -1.3557  -0.3836  0.096
C  0.2670  -1.3913  -1.5620  0.404
O  -0.6495  -0.5025  -1.7077  -0.741
H  1.8200  -4.0558  -3.0186  0.239
H  3.7756  -2.7011  1.2058  0.231
H  3.2092  -0.8453  2.7520  0.224
H  1.2485  0.6306  2.2152  0.224
S  -1.3502  3.4123  1.7363  -0.066
C  -0.8383  1.9493  1.4016  -0.417

Results
* ΔE to the lowest compared entry with this formula, charge and spin: 0.0 kJ/mol
* LUMO (spin up / spin down): -0.323 / -0.317 eV
* multiplicity: 2
* total charge: 0
* <S²>: 0.813
* frontier orbital gap (spin up / spin down): 5.3 / 6.8 eV

***

ORCA calculation (ωB97M-V/def2-TZVPD) on one molecule with the formula C2H6N4S in a non-equilibrium geometry.

Last column: natural (NBO) charge in e.
Positions of all 13 atoms, in Å:
N  -2.7472  -0.8591  0.1209  -0.630
N  -1.6311  -0.4168  -0.5823  -0.302
C  -0.7604  0.3061  0.0192  0.200
N  0.2762  0.9108  -0.7108  -0.456
N  1.4340  1.0297  -0.0285  -0.404
C  2.3297  0.0654  0.1997  -0.088
S  2.1865  -1.4933  -0.2581  -0.136
H  -2.4699  -1.1595  1.0681  0.326
H  -2.9977  -1.7641  -0.3121  0.356
H  -0.7582  0.4988  1.1036  0.152
H  0.2877  0.4052  -1.6084  0.398
H  1.6526  1.9692  0.2996  0.390
H  3.1978  0.5079  0.6891  0.193

Results
* ΔE to the lowest compared entry with this formula, charge and spin: 232.3 kJ/mol
* LUMO: 0.721 eV
* multiplicity: 1
* total charge: 0
* frontier orbital gap: 9.2 eV
* structure (SMILES): N/N=C/NNC=S

***

ORCA calculation (ωB97M-V/def2-TZVPD) on a 14-piece molecular cluster, C52H136B2N12O20 overall in a non-equilibrium geometry.

Last column: Mulliken charge in e.
Positions of all 222 atoms, in Å:
O  -1.4246  -0.0779  1.7578  -0.157
C  -0.4987  -0.3427  1.0711  0.615
O  0.4341  0.4443  0.4860  0.477
B  1.1247  -0.3422  -0.5777  0.887
O  0.9001  -1.7541  -0.1299  -0.560
C  -0.1404  -1.8247  0.6526  -0.389
O  -0.7787  -2.7903  0.9692  -0.323
O  2.5500  -0.0686  -0.6811  -0.030
C  2.7962  0.5368  -1.8283  0.192
O  3.7761  1.1406  -2.1680  -0.606
C  1.5036  0.4605  -2.6942  0.348
O  0.5915  -0.1091  -1.9068  -0.011
O  1.3736  0.6119  -3.8751  -0.667
B  -3.1800  1.6016  4.0206  2.498
H  -3.8410  1.4686  4.9565  -0.521
H  -2.9740  2.7346  3.9231  -0.574
H  -2.2088  1.0014  4.1652  -1.078
H  -3.7719  1.1794  3.1183  -0.554
C  3.1426  -1.1062  2.5411  -0.510
C  2.5442  -2.2024  3.4172  2.342
C  3.2565  -3.5546  3.3334  -0.989
O  2.4884  -4.4735  4.0599  -0.138
C  3.1461  -5.6601  4.4469  -0.934
N  2.4762  -1.6814  4.8109  -0.441
H  3.0185  -1.3096  1.4768  -0.391
H  4.2006  -0.9948  2.7967  0.908
H  2.5918  -0.1829  2.7158  -0.598
H  1.5105  -2.3118  3.0721  -1.459
H  4.2644  -3.4733  3.7598  0.444
H  3.2516  -3.8074  2.2661  0.364
H  3.5640  -6.1843  3.5758  0.341
H  2.4735  -6.3613  4.9292  0.198
H  4.0541  -5.3709  4.9878  0.360
H  2.5936  -2.5309  5.3602  0.269
H  3.3434  -1.1519  4.8795  0.351
C  -1.6671  2.4653  -0.8139  0.701
C  -2.4517  2.8890  0.4438  1.391
C  -2.2143  4.3937  0.6806  -1.340
O  -2.8651  4.9123  1.8201  -0.255
C  -2.5773  6.2662  1.9847  -0.858
N  -3.8907  2.6378  0.2513  -0.614
H  -1.9950  3.0635  -1.6679  0.769
H  -1.8691  1.4153  -1.0335  -0.606
H  -0.5948  2.6070  -0.6692  -0.823
H  -2.0476  2.3290  1.2870  -0.790
H  -2.4633  4.8764  -0.2756  0.421
H  -1.1328  4.5140  0.8368  0.257
H  -1.5191  6.5127  2.1351  0.272
H  -3.1044  6.5363  2.9038  0.289
H  -3.0081  6.8616  1.1685  0.318
H  -3.8215  1.6174  0.2941  0.268
H  -4.0994  2.7204  -0.7423  0.271
C  -3.4236  -1.5358  -0.7856  -0.563
C  -4.5485  -1.9113  -1.7454  0.607
C  -4.3756  -3.4410  -1.9641  -0.803
O  -5.5610  -3.8315  -2.6519  -0.455
C  -5.4436  -5.0746  -3.3230  -0.691
N  -5.8632  -1.6438  -1.1233  -0.722
H  -3.6012  -2.1670  0.0879  0.204
H  -3.3942  -0.4904  -0.4842  -0.357
H  -2.4533  -1.8128  -1.2059  0.170
H  -4.4289  -1.3316  -2.6623  0.200
H  -4.4070  -4.0037  -1.0309  0.379
H  -3.4889  -3.6250  -2.5755  0.413
H  -6.3976  -5.5230  -3.5926  0.288
H  -4.9082  -5.7479  -2.6454  0.229
H  -4.8453  -4.8947  -4.2216  0.250
H  -6.4240  -2.0526  -1.8714  0.340
H  -6.1075  -2.2148  -0.3218  0.303
C  1.4418  1.4716  9.0154  -1.445
C  0.2769  1.7181  8.0932  0.031
C  0.7782  1.8486  6.6534  -0.009
O  -0.2279  2.0059  5.6815  -0.479
C  0.3052  1.9516  4.3791  0.316
N  -0.6906  0.6008  8.1538  -0.470
H  1.8789  0.4985  8.7741  0.346
H  1.1062  1.4559  10.0532  0.378
H  2.2476  2.1989  8.8755  0.354
H  -0.2490  2.6500  8.3192  0.394
H  1.3290  0.9158  6.4522  -0.007
H  1.5326  2.6479  6.6202  0.130
H  0.2778  1.0216  3.8046  -0.321
H  1.2972  2.4171  4.3400  -0.019
H  -0.2970  2.6203  3.7578  -0.028
H  -0.1081  -0.2295  8.0641  0.189
H  -1.0297  0.5484  9.1126  0.256
C  -1.2652  -7.4152  -0.2261  -1.583
C  -2.1834  -6.3958  0.4955  0.203
C  -1.7710  -6.2524  1.9709  -0.400
O  -1.8659  -7.5724  2.5507  -0.404
C  -1.4137  -7.5804  3.8840  -0.648
N  -2.2157  -5.1325  -0.2452  -0.172
H  -1.6161  -7.4676  -1.2579  0.405
H  -1.5158  -8.3650  0.2428  0.412
H  -0.2168  -7.1296  -0.1904  0.302
H  -3.1775  -6.8041  0.6968  0.434
H  -2.5085  -5.5760  2.4163  0.278
H  -0.7976  -5.7966  2.1739  0.359
H  -1.8476  -8.4367  4.4093  0.310
H  -1.9255  -6.7736  4.4222  0.252
H  -0.3266  -7.5853  3.9711  0.213
H  -1.2962  -4.7186  -0.0820  0.078
H  -2.7593  -4.3921  0.1933  -0.076
C  -1.7579  -3.0750  4.1426  -0.822
C  -2.2778  -1.7722  4.7646  1.793
C  -3.4903  -1.8877  5.7052  -1.425
O  -3.8791  -0.6053  6.0516  -0.027
C  -5.2932  -0.6164  6.3017  -1.094
N  -1.2134  -1.1398  5.5318  0.125
H  -1.5509  -3.8656  4.8698  0.395
H  -0.8431  -2.8280  3.6033  -0.361
H  -2.4582  -3.4333  3.3801  0.253
H  -2.5758  -1.0871  3.9676  -0.491
H  -3.0946  -2.5053  6.5330  0.263
H  -4.2209  -2.5093  5.1697  0.345
H  -5.8422  -0.8589  5.3893  0.397
H  -5.7073  0.3677  6.5289  0.260
H  -5.5455  -1.2345  7.1671  0.354
H  -0.4531  -0.9932  4.8698  -0.538
H  -0.7764  -1.7853  6.1893  0.296
C  4.9568  2.3212  1.5758  -1.162
C  3.6195  2.4354  2.3292  1.653
C  3.5095  3.7736  3.0543  -1.229
O  4.5908  4.0551  3.9106  -0.456
C  4.3830  3.8395  5.2960  -0.581
N  2.4758  2.3159  1.4016  0.016
H  4.8461  1.5600  0.7938  0.061
H  5.7977  1.9435  2.1546  0.331
H  5.1744  3.2160  0.9902  0.329
H  3.5942  1.6863  3.1282  -0.231
H  2.5672  3.8342  3.6023  0.497
H  3.5757  4.5385  2.2733  0.342
H  3.8726  2.8756  5.4061  0.115
H  3.8246  4.5733  5.8803  0.278
H  5.3915  3.6822  5.6794  0.361
H  2.7692  1.6580  0.6812  -0.225
H  1.7590  1.6963  1.7777  -0.595
C  1.0624  7.6861  -3.2299  -1.980
C  1.4082  6.2006  -3.1616  0.639
C  0.1736  5.3644  -2.7416  -1.070
O  0.4184  3.9873  -2.5907  0.759
C  1.3959  3.7216  -1.5854  -1.041
N  1.8609  5.7606  -4.5062  -0.623
H  0.8800  8.1613  -2.2560  0.469
H  0.0455  7.8832  -3.5964  0.357
H  1.7809  8.3473  -3.7103  0.409
H  2.2873  6.2523  -2.5180  0.429
H  -0.6398  5.4652  -3.4597  0.326
H  -0.1180  5.8254  -1.7865  0.198
H  1.1655  4.0633  -0.5734  0.328
H  2.4024  4.0381  -1.8623  0.754
H  1.3889  2.6343  -1.5163  -0.482
H  1.1130  5.8788  -5.1862  0.227
H  1.8013  4.7503  -4.3570  0.215
C  -1.1949  -3.8376  -5.3661  -1.377
C  -0.1312  -2.8613  -4.8595  1.113
C  1.1022  -2.8715  -5.7438  -0.883
O  1.7908  -4.0730  -5.4441  -0.318
C  3.0759  -4.1768  -5.9770  -0.779
N  -0.6886  -1.5002  -4.8222  -0.262
H  -2.1473  -3.7633  -4.8406  0.221
H  -0.8387  -4.8532  -5.1779  0.400
H  -1.4042  -3.7219  -6.4300  0.334
H  0.2577  -3.1179  -3.8694  0.088
H  1.7750  -2.0577  -5.4344  0.285
H  0.9058  -2.6384  -6.7971  0.389
H  3.0697  -4.2984  -7.0621  0.292
H  3.5501  -5.0415  -5.5014  0.289
H  3.8049  -3.4274  -5.6403  0.272
H  -1.3335  -1.4257  -4.0433  0.099
H  0.0782  -0.8702  -4.6029  -0.140
C  -7.0143  2.2155  -3.7232  -1.672
C  -5.6535  1.5276  -3.6000  0.840
C  -4.5294  2.3512  -4.2212  -1.326
O  -3.3189  1.7200  -3.8578  0.168
C  -2.1389  2.1417  -4.5070  -1.094
N  -5.3811  1.3988  -2.1539  -0.622
H  -7.1119  3.1904  -3.2530  0.318
H  -7.7497  1.5415  -3.2792  0.398
H  -7.2652  2.2472  -4.7911  0.416
H  -5.7008  0.5545  -4.1051  0.227
H  -4.4290  3.3645  -3.8074  0.426
H  -4.6508  2.4821  -5.3038  0.535
H  -1.2398  1.8757  -3.9533  0.267
H  -2.2124  3.1842  -4.8222  0.500
H  -2.0130  1.5166  -5.4018  0.279
H  -5.6039  0.4344  -1.9018  0.421
H  -4.3711  1.2646  -2.2785  0.006
C  5.6452  -3.5112  -0.4615  -1.765
C  5.9217  -2.0149  -0.6234  2.369
C  7.2425  -1.5192  -0.0426  -0.999
O  7.3635  -1.8606  1.3191  -0.227
C  8.3046  -1.1317  2.0558  -0.826
N  5.7641  -1.6149  -2.0242  -0.616
H  6.3564  -4.1939  -0.9409  0.384
H  4.7334  -3.7745  -0.9994  0.511
H  5.6499  -3.7478  0.6030  0.298
H  5.1424  -1.4735  -0.0802  -1.112
H  7.3135  -0.4299  -0.1461  0.349
H  8.0643  -1.8727  -0.6810  0.255
H  8.2028  -0.0441  1.9668  0.283
H  9.3803  -1.2443  1.8613  0.332
H  8.1781  -1.4568  3.0875  0.279
H  5.7618  -2.3714  -2.6912  0.261
H  4.8998  -1.1013  -2.1079  0.254
C  1.7097  1.9358  -6.8671  -1.352
C  0.4147  2.6009  -7.2206  2.084
C  0.6106  3.8424  -8.1428  -1.017
O  0.9728  4.9704  -7.3678  -0.162
C  0.9722  6.1257  -8.1835  -0.924
N  -0.4065  1.5774  -7.8755  -0.765
H  2.3589  2.5619  -6.2519  0.340
H  2.2825  1.7158  -7.7743  0.331
H  1.5886  0.9548  -6.4099  0.132
H  -0.1739  2.8317  -6.3278  -0.753
H  -0.4117  3.9577  -8.5317  0.356
H  1.2512  3.6935  -9.0146  0.365
H  -0.0317  6.5338  -8.3246  0.345
H  1.5214  6.0327  -9.1238  0.342
H  1.5462  6.8429  -7.5903  0.271
H  -1.1542  1.8745  -8.4845  0.242
H  -0.7433  0.8637  -7.2455  0.166

Results
* LUMO: 3.391 eV
* multiplicity: 1
* total charge: -2
* frontier orbital gap: 5.2 eV

***

ORCA calculation (ωB97M-V/def2-TZVPD) on C29H27Br4NO2ReTe as an isolated structure in a non-equilibrium geometry.

Last column: natural (NBO) charge in e.
Positions of all 65 atoms, in Å:
Re  -0.1557  0.6448  0.9829  1.324
C  -1.6708  -0.9934  -4.4245  -0.619
C  -2.7357  -0.7805  -3.3297  -0.248
C  -4.0573  -0.3075  -3.9588  -0.595
C  -2.3338  0.2051  -2.2532  0.017
C  -1.8498  1.4821  -2.5821  -0.180
C  -1.6541  2.4585  -1.6230  -0.133
C  -2.0064  2.2362  -0.2830  -0.024
C  -2.2040  3.4032  0.6452  -0.649
C  -2.3941  0.9300  0.0819  -0.369
C  -2.5485  -0.0675  -0.9114  -0.185
H  -1.8101  -0.2866  -5.2455  0.227
H  -1.7532  -1.9965  -4.8431  0.239
H  -0.6534  -0.8733  -4.0574  0.198
H  -2.9446  -1.7352  -2.8406  0.209
H  -3.9215  0.6483  -4.4711  0.211
H  -4.8399  -0.1872  -3.2066  0.219
H  -4.3977  -1.0395  -4.6932  0.236
H  -1.6509  1.7163  -3.6233  0.246
H  -1.3410  3.4539  -1.9216  0.237
H  -3.0800  3.9615  0.3074  0.263
H  -1.3552  4.0880  0.6267  0.242
H  -2.3988  3.0859  1.6687  0.217
H  -2.8938  0.7794  1.0349  0.261
H  -2.9527  -1.0338  -0.6249  0.240
Br  -1.6804  3.6998  7.0849  0.229
C  -1.0279  3.3182  5.3828  -0.134
C  -0.1805  4.2692  4.7040  -0.064
Br  0.2105  5.8952  5.5090  0.260
C  0.3507  3.9894  3.4515  -0.245
Br  1.4752  5.1590  2.5141  0.170
C  0.0265  2.7895  2.8430  0.363
O  0.4627  2.4445  1.6497  -0.651
C  -0.8413  1.8453  3.5029  0.305
O  -1.0949  0.7685  2.8442  -0.636
C  -1.3498  2.1254  4.7864  -0.184
Br  -2.4362  0.8285  5.5809  0.186
C  2.7894  -1.1824  -0.9269  -0.622
Te  0.9363  -0.1731  -1.3511  0.748
C  0.1883  -2.1940  -1.3587  -0.612
C  1.3593  -2.9893  -1.8774  -0.011
C  1.1800  -4.1907  -2.5490  -0.200
C  2.2847  -4.8976  -3.0028  -0.182
C  3.5615  -4.3976  -2.8013  -0.179
C  3.7433  -3.1895  -2.1432  -0.177
C  2.6431  -2.4877  -1.6690  -0.094
H  2.8791  -1.3242  0.1496  0.227
H  3.6304  -0.5900  -1.2774  0.255
H  -0.6946  -2.2600  -1.9906  0.248
H  -0.0802  -2.4612  -0.3346  0.222
H  0.1792  -4.5717  -2.7250  0.223
H  2.1475  -5.8349  -3.5272  0.239
H  4.4206  -4.9425  -3.1718  0.239
H  4.7422  -2.7897  -2.0056  0.226
C  3.6016  -0.9561  3.6073  -0.110
C  2.3836  -1.6183  3.6298  -0.221
C  1.3584  -1.1571  2.8329  0.047
N  1.5050  -0.0908  2.0204  -0.502
C  2.6913  0.5484  1.9949  0.038
C  3.7517  0.1454  2.7765  -0.215
H  4.4225  -1.2943  4.2264  0.255
H  2.2213  -2.4805  4.2626  0.260
H  0.3883  -1.6392  2.8415  0.224
H  2.7727  1.3997  1.3343  0.234
H  4.6821  0.6944  2.7271  0.257

Results
* ΔE to the lowest compared entry with this formula, charge and spin: 69.3 kJ/mol
* LUMO (spin up / spin down): -7.137 / -8.233 eV
* multiplicity: 4
* total charge: +2
* <S²>: 3.792
* frontier orbital gap (spin up / spin down): 6.7 / 5.7 eV

***

Question: Among the records above, which one has the highest total charge?
Answer: C29H27Br4NO2ReTe

***

Question: Among the records above, which one has the highest total charge?
Answer: C29H27Br4NO2ReTe